{"formula": "C12H14BCrF4IN2", "method": "the ωB97M-V functional and the def2-TZVPD basis", "elements": ["C", "C", "H", "H", "H", "H", "H", "H", "C", "C", "C", "C", "H", "H", "H", "H", "N", "C", "C", "N", "C", "C", "C", "H", "H", "C", "H", "H", "Cr", "I", "F", "B", "F", "F", "F"], "positions_angstrom": [[-2.60657, -2.52546, 2.18454], [-1.35183, 1.55973, 1.37411], [-3.02808, -2.44759, 1.17525], [-3.40362, -2.61193, 2.93839], [-1.89877, -3.35596, 2.27849], [-1.61601, 2.63006, 1.34181], [-2.26710, 0.99187, 1.58111], [-0.64901, 1.35963, 2.19615], [-0.09486, -1.96370, -0.97382], [0.48881, -3.03472, -1.64032], [1.65234, -2.81875, -2.39188], [2.21821, -1.54370, -2.42957], [-1.00823, -2.03638, -0.38067], [0.02501, -4.01722, -1.56545], [2.10115, -3.64664, -2.93800], [3.15379, -1.32588, -2.94774], [0.42784, -0.72046, -1.04574], [1.57158, -0.49330, -1.76428], [2.00181, 0.88636, -1.66691], [1.17326, 1.65711, -0.88000], [1.59383, 2.86678, -0.43995], [3.53461, 2.72815, -1.88075], [2.77229, 3.41960, -0.92850], [0.96201, 3.35367, 0.30872], [3.07371, 4.39759, -0.55994], [3.17999, 1.41501, -2.19887], [3.78725, 0.77281, -2.83517], [4.39623, 3.20982, -2.34364], [-0.57222, 0.89233, -0.42514], [-2.64901, 0.79799, -1.79882], [-1.89127, -1.33913, 2.44805], [-3.75940, 0.23041, 4.04688], [-4.52277, -0.11812, 2.99425], [-3.35203, -0.69362, 4.93289], [-3.44295, 1.52363, 4.23452]], "forces_ev_per_angstrom": [[0.1, 0.4, 0.3], [0.2, 0.4, 0.1], [0.1, -0.1, 0.3], [0.3, 0.0, -0.4], [-0.2, 0.1, -0.1], [0.0, -0.3, 0.2], [0.1, 0.2, -0.1], [-0.1, 0.2, 0.0], [0.6, 0.2, -0.4], [-0.2, 0.2, 0.3], [0.0, 0.4, 0.1], [-0.1, 0.2, 0.1], [0.2, -0.1, -0.3], [0.2, 0.2, -0.1], [0.0, 0.2, 0.2], [-0.4, -0.3, 0.0], [0.5, -1.1, -1.2], [-0.8, -1.1, 0.5], [0.2, 1.2, 0.5], [1.4, 0.1, 0.5], [0.4, -0.3, -0.8], [-0.2, -0.3, 0.1], [-0.4, 0.2, 0.1], [0.2, -0.1, -0.4], [0.0, -0.2, -0.2], [-0.3, 0.2, 0.1], [0.0, 0.4, 0.1], [-0.1, -0.3, 0.2], [-0.3, 0.1, 1.2], [-1.2, -0.1, -0.8], [-0.3, -0.5, -0.1], [0.1, 0.4, -0.3], [0.7, 0.2, 1.2], [-0.5, 0.8, -0.8], [-0.4, -1.4, -0.1]], "max_force_ha_per_bohr": 0.0336, "energy_ha": -2341.82531, "spin_multiplicity": 5, "e_above_lowest_kj_mol": 71.3, "s2": 6.061, "gap_ev": [5.367, 6.904]}



{"formula": "C5H11N3O", "method": "the ωB97M-V functional and the def2-TZVPD basis", "elements": ["H", "N", "C", "N", "C", "C", "H", "H", "H", "H", "H", "H", "H", "C", "C", "N", "O", "H", "H", "H"], "positions_angstrom": [[-0.29144, 1.50446, -1.77247], [0.39623, 0.76843, -1.92954], [0.14331, -0.24175, -1.16613], [-0.99450, -0.50655, -0.42288], [-2.22771, 0.24969, -0.56601], [-1.15537, -1.81918, 0.19422], [0.83043, -1.10316, -1.21707], [-2.97939, -0.31547, -1.12625], [-2.10565, 1.20166, -1.08961], [-2.64412, 0.48568, 0.41926], [-1.70544, -2.49288, -0.47102], [-0.18628, -2.27200, 0.42748], [-1.70990, -1.73100, 1.13437], [3.05830, 0.61135, 0.69949], [1.84176, 1.08640, 0.98955], [1.04279, 0.53232, 1.98350], [0.04906, 1.19786, 2.25879], [3.40457, -0.35218, 1.06088], [3.69738, 1.14328, -0.00087], [1.53599, 2.05304, 0.59432]], "forces_ev_per_angstrom": [[-0.1, 0.0, -0.3], [0.1, -0.6, 1.2], [-0.9, 0.0, -1.3], [0.6, 0.0, 0.0], [0.0, 0.2, 0.2], [0.1, 0.2, -0.1], [-0.2, 0.4, 0.3], [0.1, -0.1, 0.0], [0.3, -0.2, 0.1], [0.1, -0.1, -0.1], [0.0, -0.1, 0.0], [-0.1, 0.2, -0.1], [0.1, 0.1, -0.1], [-0.6, -0.4, -0.1], [1.3, 1.4, -0.5], [-1.4, -0.3, 0.8], [1.2, -0.6, -0.4], [0.0, 0.2, 0.2], [-0.2, -0.1, 0.1], [-0.3, -0.2, 0.0]], "max_force_ha_per_bohr": 0.0395, "energy_ha": -436.48352, "e_above_lowest_kj_mol": 429.3, "gap_ev": 7.850}



{"formula": "C58H65Cl2IrN2O3PSSi", "method": "the ωB97M-V functional and the def2-TZVPD basis", "elements": ["Ir", "Cl", "C", "Cl", "H", "H", "O", "S", "O", "O", "C", "C", "C", "C", "C", "C", "P", "C", "C", "C", "C", "C", "C", "C", "C", "C", "C", "C", "C", "H", "H", "H", "H", "H", "H", "H", "H", "H", "H", "H", "H", "H", "H", "C", "C", "C", "C", "C", "C", "C", "C", "C", "C", "C", "C", "N", "C", "C", "N", "C", "C", "C", "C", "C", "C", "C", "C", "C", "C", "C", "C", "C", "C", "C", "C", "C", "C", "C", "C", "C", "C", "H", "H", "H", "H", "H", "H", "H", "H", "H", "H", "H", "H", "H", "H", "H", "H", "H", "H", "H", "H", "H", "H", "H", "H", "H", "H", "H", "H", "H", "H", "H", "H", "H", "H", "H", "H", "H", "H", "H", "H", "C", "Si", "C", "C", "H", "H", "H", "H", "H", "H", "H", "H", "H"], "positions_angstrom": [[-0.64456, 0.13104, -0.34830], [0.51885, 1.82515, 0.77511], [2.48897, 1.77940, -1.88004], [1.74960, 0.26238, -2.08526], [3.57045, 1.79909, -1.91164], [1.92112, 2.53490, -1.36116], [0.73798, -3.51912, 0.65649], [1.83063, -2.58418, 0.63115], [2.82163, -2.82944, -0.39511], [1.33439, -1.15572, 0.61612], [2.77381, -2.81707, 2.16156], [2.99132, -4.17564, 2.43449], [3.85818, -4.56777, 3.43575], [4.54760, -3.61157, 4.16308], [4.35091, -2.26916, 3.91439], [3.45931, -1.82878, 2.92716], [3.31546, -0.01593, 2.68253], [4.99696, 0.35496, 2.03694], [5.88147, 1.23386, 2.66476], [7.14478, 1.46354, 2.13164], [7.54334, 0.82872, 0.96420], [6.67387, -0.05848, 0.33934], [5.41587, -0.30159, 0.87385], [3.30304, 0.71238, 4.35414], [3.52842, 2.08932, 4.48171], [3.40521, 2.71649, 5.71522], [3.01564, 1.98768, 6.83248], [2.72177, 0.63530, 6.70380], [2.85506, 0.00265, 5.47284], [2.46819, -4.90802, 1.82400], [4.00992, -5.62388, 3.63800], [5.26012, -3.91998, 4.92123], [4.92331, -1.53942, 4.47474], [5.60997, 1.73638, 3.58208], [7.82784, 2.13743, 2.64164], [8.52669, 1.01889, 0.54637], [6.96825, -0.57180, -0.57185], [4.76354, -0.99559, 0.36979], [3.77191, 2.68262, 3.60436], [3.59975, 3.78031, 5.80338], [2.91158, 2.47774, 7.79621], [2.37627, 0.06933, 7.56200], [2.59759, -1.04508, 5.38874], [-4.69022, -2.64374, 1.44758], [-4.22959, -2.11695, 0.08434], [-5.49484, -1.91834, -0.76787], [-3.22074, -3.02489, -0.62226], [-3.35264, -4.40529, -0.53078], [-2.50885, -5.25510, -1.23178], [-1.58978, -4.73104, -2.12516], [-1.43824, -3.35798, -2.28370], [-0.53800, -2.85128, -3.41845], [-1.07078, -3.30440, -4.78945], [0.90642, -3.31934, -3.28985], [-2.19647, -2.51532, -1.44289], [-1.95556, -1.08797, -1.48418], [-2.55354, -0.49185, -2.42621], [-2.38731, 0.94135, -2.61059], [-1.54269, 1.56914, -1.92782], [-1.41183, 2.98668, -2.16819], [-1.96580, 3.82209, -1.17640], [-1.93501, 5.19716, -1.36150], [-1.36627, 5.75062, -2.49324], [-0.82221, 4.92857, -3.46148], [-0.81752, 3.54047, -3.34421], [-0.21624, 2.76258, -4.52769], [-1.10958, 2.76014, -5.78384], [1.13066, 3.34222, -4.98241], [-2.66331, 3.23099, 0.03892], [-2.45366, 4.06291, 1.30365], [-4.16082, 3.04443, -0.24158], [-3.36139, 1.38409, -3.63426], [-3.77541, 2.59396, -4.12179], [-4.75164, 2.60930, -5.15033], [-5.30034, 1.46241, -5.66129], [-4.93141, 0.19699, -5.13517], [-5.45553, -1.06890, -5.50096], [-5.04009, -2.19613, -4.84492], [-4.08050, -2.16638, -3.80005], [-3.53159, -0.96362, -3.44136], [-3.97132, 0.20267, -4.12347], [-5.25382, -1.86343, 1.96529], [-3.86054, -2.94153, 2.08591], [-5.35835, -3.50449, 1.32427], [-3.75571, -1.14637, 0.22046], [-5.91868, -2.89317, -1.03895], [-5.29998, -1.36603, -1.68222], [-6.24643, -1.36626, -0.19451], [-4.11915, -4.83031, 0.11032], [-2.59104, -6.33113, -1.10625], [-0.97520, -5.40412, -2.71696], [-0.53742, -1.76243, -3.40591], [-1.12779, -4.39704, -4.83570], [-0.39146, -2.96624, -5.57923], [-2.05780, -2.90344, -5.00161], [0.99042, -4.39780, -3.48065], [1.30583, -3.12848, -2.30711], [1.53379, -2.79899, -4.02127], [-2.37292, 5.84908, -0.61321], [-1.35265, 6.82822, -2.62430], [-0.38596, 5.38145, -4.34686], [-0.06951, 1.73054, -4.21627], [-1.37021, 3.78574, -6.07337], [-2.02561, 2.20344, -5.64695], [-0.56422, 2.30172, -6.61353], [1.01127, 4.35423, -5.38644], [1.55203, 2.71321, -5.77141], [1.84262, 3.37245, -4.17602], [-2.23498, 2.25159, 0.22256], [-2.93736, 5.04500, 1.23326], [-1.38612, 4.20741, 1.50397], [-2.89540, 3.54260, 2.15828], [-4.62891, 4.00748, -0.47678], [-4.66075, 2.62553, 0.63886], [-4.33165, 2.36892, -1.08552], [-3.37369, 3.52812, -3.75289], [-5.06717, 3.56895, -5.54401], [-6.03825, 1.51858, -6.45625], [-6.19752, -1.13788, -6.28953], [-5.46132, -3.15575, -5.12189], [-3.81477, -3.08713, -3.29964], [-3.29651, 0.49161, 2.01334], [-1.60215, -0.31517, 1.79912], [-0.65282, 0.34851, 3.27662], [-1.58706, -2.13864, 2.20819], [-3.84184, -0.04698, 2.80546], [-3.92029, 0.49461, 1.11080], [-3.16014, 1.52966, 2.33956], [-1.04844, -0.10146, 4.19978], [-0.69296, 1.43921, 3.36424], [0.39316, 0.05537, 3.18716], [-2.09332, -2.29817, 3.17374], [-0.55224, -2.46661, 2.29934], [-2.04188, -2.78050, 1.45485]], "forces_ev_per_angstrom": [[1.7, 0.0, -0.3], [-0.2, -0.1, -0.4], [0.2, 0.1, 0.0], [0.0, 0.1, -0.3], [-0.1, -0.1, -0.1], [-0.1, -0.1, 0.0], [-0.3, -0.5, 0.1], [-0.2, 1.1, -0.3], [0.0, 0.3, 0.0], [-1.0, -0.1, -0.1], [0.5, 0.5, 0.5], [-0.3, 0.3, -0.2], [-0.1, -0.2, 0.0], [0.2, -0.1, 0.2], [-0.1, -0.1, -0.3], [-0.2, -0.6, -0.2], [-0.5, 0.5, -0.9], [0.3, -0.2, 0.5], [0.2, -0.1, -0.2], [0.1, 0.0, 0.0], [0.0, 0.0, 0.0], [-0.1, 0.0, 0.0], [0.1, 0.4, 0.0], [-0.1, -0.3, 0.1], [-0.2, 0.0, 0.1], [0.0, -0.1, -0.1], [-0.1, 0.0, 0.1], [0.0, 0.1, -0.1], [0.1, 0.3, 0.1], [0.1, 0.1, 0.2], [0.0, 0.1, 0.0], [-0.1, 0.0, 0.0], [-0.1, 0.0, 0.0], [0.1, -0.1, -0.1], [-0.1, 0.0, -0.1], [-0.1, 0.0, 0.0], [0.0, 0.1, 0.1], [-0.2, -0.2, -0.1], [0.0, -0.1, 0.1], [0.0, -0.1, 0.0], [0.0, -0.1, -0.1], [0.0, 0.0, 0.0], [0.1, 0.0, 0.0], [0.0, -0.1, 0.0], [0.0, -0.2, -0.1], [0.0, 0.0, 0.0], [0.0, 0.3, 0.0], [0.0, -0.2, 0.0], [-0.1, 0.0, -0.1], [0.0, -0.1, 0.0], [0.1, 0.4, 0.0], [-0.1, -0.2, 0.1], [0.1, 0.0, 0.1], [0.1, -0.2, -0.1], [0.2, -0.7, 0.1], [0.8, -0.7, 0.6], [-1.2, -0.6, -0.9], [-1.2, 0.4, -1.2], [1.0, 0.2, 1.8], [0.4, 0.8, 0.0], [0.1, -0.4, 0.0], [0.0, 0.1, 0.0], [-0.1, 0.1, 0.0], [0.0, 0.0, 0.0], [-0.2, -0.4, 0.2], [-0.2, 0.1, 0.0], [0.0, 0.1, 0.1], [-0.1, -0.1, 0.0], [-0.1, 0.3, -0.1], [0.1, 0.1, 0.0], [0.0, 0.1, 0.0], [0.0, -0.1, -0.1], [-0.2, 0.1, 0.1], [0.0, 0.2, 0.1], [-0.1, -0.1, 0.0], [0.0, 0.0, 0.0], [0.0, 0.1, 0.0], [0.1, -0.2, 0.1], [-0.1, -0.1, 0.0], [0.0, 0.2, -0.2], [0.3, -0.1, 0.3], [0.0, -0.1, -0.1], [-0.2, 0.0, -0.1], [0.1, 0.1, 0.0], [0.0, -0.1, 0.0], [0.0, 0.1, 0.0], [0.0, 0.0, 0.0], [0.1, -0.1, 0.0], [0.1, 0.1, -0.1], [0.0, 0.1, 0.0], [-0.1, 0.1, 0.1], [0.0, 0.1, 0.0], [0.0, 0.1, 0.0], [-0.1, -0.1, 0.1], [-0.1, 0.0, -0.1], [0.0, 0.2, 0.0], [0.2, 0.1, 0.4], [-0.1, -0.1, 0.1], [0.1, -0.1, -0.1], [0.0, -0.1, 0.0], [-0.1, -0.1, 0.1], [0.1, -0.2, 0.1], [0.0, -0.1, 0.0], [-0.1, -0.1, -0.1], [0.0, 0.1, 0.1], [0.1, -0.2, 0.0], [-0.1, 0.1, 0.1], [0.3, 0.1, 0.4], [0.1, -0.1, 0.1], [0.1, -0.2, 0.0], [-0.2, 0.0, 0.0], [0.1, 0.1, -0.1], [0.0, -0.1, 0.0], [0.1, 0.1, -0.2], [0.0, 0.0, 0.0], [0.0, 0.0, -0.1], [0.0, -0.1, 0.0], [0.1, 0.0, 0.1], [0.0, 0.0, 0.1], [0.0, 0.1, 0.0], [0.0, 0.0, 0.0], [-0.3, -0.1, -0.2], [-0.2, 0.5, 0.7], [0.2, 0.2, 0.0], [-0.1, -0.3, -0.4], [0.1, 0.2, -0.2], [0.1, 0.1, 0.3], [0.0, -0.3, 0.0], [-0.1, 0.0, -0.2], [0.0, -0.2, 0.0], [0.1, 0.1, 0.0], [0.1, 0.2, -0.2], [0.0, 0.1, 0.0], [0.2, 0.0, 0.2]], "max_force_ha_per_bohr": 0.0403, "energy_ha": -4638.10999, "spin_multiplicity": 2, "s2": 0.754, "gap_ev": [5.196, 5.188]}